Version i
13
Properties=species:S:1:pos:R:3:mulliken_charge:R:1 method="wB97M-V/def2-TZVPD" homo_lumo_gap_ha=0.356 lumo_energy_ev=1.153 multiplicity=1 homo_energy_ev=-8.54
C 0.79 0.28 1.04 -0.42
C 0.64 0.85 -0.39 -0.33
C -0.09 -0.20 -1.20 -0.41
C -0.32 -1.32 -0.19 -0.32
N -0.56 -0.35 0.93 -0.50
C -0.79 0.72 -0.10 -0.23
H 0.72 1.10 1.77 0.24
H 1.59 -0.40 1.30 0.30
H 1.18 1.67 -0.85 0.37
H -0.99 0.13 -1.70 0.36
H -1.20 -1.91 -0.43 0.24
H 0.52 -2.00 0.02 0.28
H -1.55 1.50 -0.12 0.43

***

Version ii
13
Properties=species:S:1:pos:R:3:mulliken_charge:R:1 method="wB97M-V/def2-TZVPD" homo_lumo_gap_ha=0.308 lumo_energy_ev=0.428 multiplicity=1 homo_energy_ev=-7.96
C 1.53 -0.06 -0.17 -0.60
C 0.46 0.10 0.74 0.12
C -0.44 1.19 0.53 -0.27
C -1.56 0.60 0.04 -0.38
C -1.47 -0.89 0.08 -0.57
N -0.30 -1.03 0.84 -0.14
H 2.11 -0.98 -0.16 0.29
H 0.52 -0.42 -1.14 -0.01
H 2.07 0.81 -0.52 0.32
H -0.16 2.24 0.51 0.43
H -2.40 1.11 -0.41 0.36
H -0.52 -0.74 -1.16 0.17
H 0.16 -1.93 0.81 0.28

***

Which structure loses on stability? version ii does.

***

Version i
13
Properties=species:S:1:pos:R:3:mulliken_charge:R:1 method="wB97M-V/def2-TZVPD" homo_lumo_gap_ha=0.323 smiles=C1[C@H]2[C@@H]1N1C[C@@H]21 lumo_energy_ev=1.133 multiplicity=1 homo_energy_ev=-7.65
C -1.06 1.11 0.19 -0.55
C -1.03 -0.73 0.20 -0.53
C -0.29 0.62 -0.87 0.03
N 1.02 0.00 -0.73 -0.47
C 1.41 -0.20 0.67 -0.24
C 0.47 -1.12 0.04 -0.02
H -0.66 1.44 1.14 0.20
H -1.95 1.67 -0.12 0.26
H -1.60 -1.24 -0.58 0.28
H -0.63 0.73 -1.89 0.39
H 1.03 0.44 1.46 0.11
H 2.46 -0.46 0.74 0.24
H 0.76 -2.14 -0.25 0.30

***

Version ii
13
Properties=species:S:1:pos:R:3:mulliken_charge:R:1 method="wB97M-V/def2-TZVPD" homo_lumo_gap_ha=0.361 smiles="N#CC1=CC1.C" lumo_energy_ev=-0.022 multiplicity=1 homo_energy_ev=-9.85
N 2.49 0.52 1.34 -0.42
C 1.53 0.01 0.94 0.39
C 0.40 -0.65 0.48 -0.03
C -0.04 -1.80 0.04 -0.36
C -0.97 -1.02 0.87 -0.42
H 0.38 -2.76 -0.15 0.34
H -1.81 -0.52 0.41 0.23
H -1.10 -1.28 1.91 0.22
C -0.17 1.49 -1.13 -1.10
H -0.73 1.82 -1.99 0.36
H -0.76 1.89 -0.28 0.26
H 0.82 1.93 -1.12 0.30
H -0.04 0.37 -1.32 0.23

***

Which structure loses on stability? version i does.

***

Version i
13
Properties=species:S:1:pos:R:3:mulliken_charge:R:1 method="wB97M-V/def2-TZVPD" homo_lumo_gap_ha=0.291 lumo_energy_ev=0.078 multiplicity=1 homo_energy_ev=-7.84
C 0.49 -0.96 0.25 -0.57
C 1.00 0.08 -0.74 -0.37
C 0.41 1.29 -0.94 -0.17
C -0.65 1.56 0.00 -0.31
N -1.50 0.44 0.06 -0.30
C -0.75 -0.40 1.01 -0.58
H 1.29 -1.23 0.95 0.36
H 0.22 -1.88 -0.28 0.27
H 1.97 -0.12 -1.19 0.34
H 0.93 2.07 -1.48 0.39
H -0.41 0.27 1.81 0.38
H -1.50 -0.08 -0.83 0.25
H -1.38 -1.18 1.45 0.31

***

Version ii
13
Properties=species:S:1:pos:R:3:mulliken_charge:R:1 method="wB97M-V/def2-TZVPD" homo_lumo_gap_ha=0.358 smiles=CC1(C#N)CC1 lumo_energy_ev=0.883 multiplicity=1 homo_energy_ev=-8.85
C 0.62 1.05 -0.74 -1.30
C 0.01 -0.43 -0.46 0.62
C -1.24 -0.67 -1.14 0.03
N -2.20 -0.83 -1.76 -0.49
C 0.32 -1.17 0.77 -0.48
C -0.16 0.15 1.10 -0.64
H 1.66 1.18 -0.45 0.41
H 0.55 0.94 -1.78 0.42
H 0.15 2.03 -0.51 0.32
H 1.34 -1.39 0.98 0.21
H -0.38 -1.96 0.99 0.31
H 0.53 0.82 1.63 0.27
H -1.19 0.28 1.37 0.33

***

Which structure loses on stability? version i does.

***

Version i
13
Properties=species:S:1:pos:R:3:mulliken_charge:R:1 method="wB97M-V/def2-TZVPD" homo_lumo_gap_ha=0.331 smiles=Cc1ccc[nH]1 lumo_energy_ev=1.048 multiplicity=1 homo_energy_ev=-7.95
C 1.89 -0.03 -0.12 -1.15
C 0.45 0.07 0.22 0.36
C -0.38 1.15 0.30 -0.44
C -1.71 0.68 0.10 -0.50
C -1.64 -0.68 -0.07 -0.50
N -0.32 -1.04 0.04 -0.06
H 2.41 -0.75 0.52 0.30
H 1.92 -0.39 -1.15 0.29
H 2.37 0.95 -0.06 0.31
H -0.07 2.18 0.43 0.39
H -2.60 1.28 0.07 0.39
H -2.39 -1.43 -0.26 0.39
H 0.05 -1.97 -0.10 0.21

***

Version ii
13
Properties=species:S:1:pos:R:3:mulliken_charge:R:1 method="wB97M-V/def2-TZVPD" homo_lumo_gap_ha=0.367 smiles=CC#C[C@H]1CN1 lumo_energy_ev=0.985 multiplicity=1 homo_energy_ev=-9.01
C -2.73 0.22 -0.03 -1.15
C -1.33 -0.01 -0.40 0.82
C -0.14 -0.05 -0.59 -0.42
C 1.30 0.10 -0.70 -0.21
C 2.07 0.16 0.57 -0.39
N 2.23 -0.97 -0.33 -0.57
H -3.45 -0.04 -0.81 0.30
H -2.86 1.28 0.21 0.27
H -2.98 -0.35 0.87 0.28
H 1.62 0.70 -1.55 0.31
H 1.51 0.03 1.49 0.25
H 2.93 0.82 0.65 0.24
H 1.71 -1.77 0.03 0.28

***

Which structure loses on stability? version ii does.